# C29H28BN5PtSSb

C29H28BN5PtSSb as an isolated structure (ωB97M-V/def2-TZVPD, the OMol25 dataset).

Geometry (Å):
Pt1 -1.28365 0.72349 0.77384
B1 -2.27847 2.91292 3.41086
N1 -2.41749 1.35294 3.49519
C1 -2.71932 0.70599 4.61757
C2 -2.86209 -0.65072 4.33607
C3 -2.61286 -0.74655 2.97584
N2 -2.35947 0.47553 2.48826
N3 -1.83711 3.38782 1.98878
C4 -1.47306 4.64204 1.71973
C5 -1.36346 4.80769 0.34688
C6 -1.67879 3.56444 -0.17330
N4 -1.98414 2.71751 0.82638
H1 -3.36608 3.38396 3.64706
H2 -1.46988 3.28135 4.22599
H3 -2.84857 1.24532 5.54264
H4 -3.13665 -1.44015 5.01764
H5 -2.62817 -1.60850 2.32629
H6 -1.32569 5.35152 2.51887
H7 -1.09193 5.69747 -0.19431
H8 -1.74310 3.24570 -1.19988
S1 0.56461 -0.04473 2.33210
C7 0.58063 -1.76651 2.28813
N5 0.03244 -2.44138 3.32355
C8 0.01579 -3.78870 3.43791
C9 0.56158 -4.56037 2.45835
C10 1.14985 -3.91776 1.35801
C11 1.17058 -2.54673 1.28246
H9 -0.39255 -1.86728 4.04677
H10 -0.44824 -4.19447 4.32496
H11 0.54870 -5.63683 2.53971
H12 1.59938 -4.51025 0.57076
H13 1.65002 -2.03188 0.46178
C12 0.14562 1.76767 -6.04994
C13 1.13858 0.94317 -5.53423
C14 1.10325 0.56476 -4.19977
C15 0.06393 1.00537 -3.38496
C16 -0.93080 1.83093 -3.89932
C17 -0.88394 2.21394 -5.23379
Sb1 0.05292 0.36708 -1.37225
C18 2.03703 0.85266 -0.80605
C19 2.16634 1.97309 0.01413
C20 3.42215 2.39214 0.42818
C21 4.55302 1.68596 0.03748
C22 4.42923 0.56212 -0.76695
C23 3.17288 0.14797 -1.19425
C24 -0.11210 -1.74549 -1.53544
C25 0.73583 -2.56371 -2.27960
C26 0.49549 -3.93009 -2.35776
C27 -0.59991 -4.48639 -1.70766
C28 -1.45022 -3.67902 -0.96376
C29 -1.20272 -2.31491 -0.87447
H14 0.17615 2.06194 -7.09109
H15 1.94193 0.59539 -6.17133
H16 1.89583 -0.05845 -3.80310
H17 -1.74502 2.17621 -3.27270
H18 -1.65491 2.85887 -5.63589
H19 1.28558 2.51924 0.33573
H20 3.52032 3.26918 1.05549
H21 5.53373 2.01415 0.35857
H22 5.31078 0.01198 -1.07074
H23 3.09197 -0.73140 -1.82440
H24 1.58425 -2.14649 -2.80851
H25 1.15591 -4.55907 -2.94196
H26 -0.79814 -5.54765 -1.79439
H27 -2.31499 -4.10911 -0.47298
H28 -1.87282 -1.68493 -0.29717

Molar mass   806.3 g mol⁻¹
Total charge   +1
Multiplicity   1
HOMO-LUMO gap   7.118 eV
ΔE to the lowest compared entry with this formula, charge and spin   104.4 kJ/mol
Energy   -2178.05709 Ha
HOMO energy   -10.97 eV



# C11H19FeNO

C11H19FeNO as an isolated structure (ωB97M-V/def2-TZVPD, the OMol25 dataset).

Geometry (Å):
C1 -0.85514 1.01107 -1.91658
C2 0.54340 0.85476 -2.20211
C3 1.29002 1.66412 -1.27962
C4 0.36403 2.34919 -0.41933
C5 -0.97999 1.95334 -0.81726
Fe1 -0.09151 0.05614 0.19559
N1 -1.40769 -1.25237 0.19382
C6 -0.40245 -2.26274 0.02076
C7 0.80291 -1.69416 -0.75775
H1 2.37977 1.66877 -1.18549
H2 0.97664 0.13381 -2.90779
H3 0.62602 2.92224 0.48590
H4 -1.90802 2.23888 -0.32058
H5 -1.67707 0.47606 -2.40621
H6 0.80250 -1.90186 -1.83410
H7 -0.91300 -2.96811 -0.64214
H8 -2.32398 -1.30925 0.65059
H9 1.80937 -1.78577 -0.33400
H10 -0.04471 -2.62871 0.97399
C8 -1.20577 0.72553 3.80630
C9 0.07350 0.03346 3.36636
C10 1.30338 0.74861 3.94883
C11 0.02719 -1.41164 3.82548
O1 0.36932 0.16702 2.00571
H11 -1.20137 0.71526 4.91241
H12 -2.02735 0.20186 3.33146
H13 -1.22617 1.73009 3.40465
H14 1.21209 0.69735 5.04219
H15 2.25765 0.27695 3.63925
H16 1.36540 1.80987 3.63618
H17 -0.84036 -1.87011 3.35807
H18 0.88758 -1.94888 3.43577
H19 0.01592 -1.39921 4.92655

⟨S²⟩   8.7691
Molar mass   237.1 g mol⁻¹
Total charge   -1
Multiplicity   6
HOMO-LUMO gap (spin up / spin down)   6.332 / 6.744 eV
ΔE to the lowest compared entry with this formula, charge and spin   0.0 kJ/mol
Energy   -1824.15291 Ha
HOMO energy (spin up / spin down)   -2.96 / -3.37 eV



# C5H10N2O

One molecule with the formula C5H10N2O (ωB97M-V/def2-TZVPD, the OMol25 dataset).

Geometry (Å):
C1 -0.13267 -1.83763 0.53268
N1 0.06269 -0.72509 -0.39979
C2 -1.16801 -0.16691 -1.11915
C3 -0.65009 1.26125 -1.36045
N2 0.38210 1.51291 -0.45219
C4 0.65910 0.32700 -0.00019
C5 1.36958 0.24083 1.28358
O1 1.64311 1.62355 1.72451
H1 -1.04328 -1.44650 1.03668
H2 -0.50117 -2.73374 -0.07294
H3 0.72289 -2.19711 0.89531
H4 -2.10417 -0.10244 -0.35338
H5 -1.67981 -0.77334 -1.95953
H6 -1.29682 2.21611 -1.22471
H7 -0.28150 1.31451 -2.35909
H8 2.26514 -0.37043 0.92886
H9 0.55979 -0.13430 1.95756
H10 1.19312 1.99133 0.94225

Molar mass   114.1 g mol⁻¹
Multiplicity   1
SMILES string   CN1CCN=C1CO
HOMO-LUMO gap   9.468 eV
ΔE to the lowest compared entry with this formula, charge and spin   349.1 kJ/mol
Energy   -381.15246 Ha
HOMO energy   -8.72 eV



# C8H8

One molecule with the formula C8H8 (ωB97M-V/def2-TZVPD, the OMol25 dataset).

Geometry (Å):
C1 -1.50822 1.46149 -0.34576
C2 -0.47239 0.38509 -0.13058
C3 -0.52407 -0.83369 -0.98392
C4 0.65098 -1.44666 -0.98037
C5 1.61186 -0.74481 -0.11030
C6 1.17127 -0.51658 1.26396
C7 -0.07177 0.10492 1.27418
C8 0.99589 0.82169 0.16535
H1 -1.59255 2.09625 0.53294
H2 -2.48001 1.02146 -0.56161
H3 -1.21545 2.08969 -1.18530
H4 -1.43539 -1.14902 -1.45817
H5 0.92318 -2.36896 -1.46331
H6 2.67094 -0.88121 -0.27488
H7 1.82165 -0.58010 2.12144
H8 -0.54592 0.54044 2.13634

Molar mass   104.2 g mol⁻¹
Multiplicity   1
SMILES string   C[C@]12C=C[C@@H]3[C@@H]4[C@H]1[C@@]432
HOMO-LUMO gap   8.872 eV
ΔE to the lowest compared entry with this formula, charge and spin   382.2 kJ/mol
Energy   -309.46823 Ha
HOMO energy   -7.81 eV



# C3H7N

A 2-piece molecular cluster, C3H7N overall (ωB97M-V/def2-TZVPD, the OMol25 dataset).

Geometry (Å):
C1 -1.37275 0.53178 0.40447
C2 -0.77709 1.50297 1.17336
N1 -0.09729 2.40778 1.47285
H1 -2.42324 0.36092 0.17895
H2 -0.96904 0.77475 -0.62192
H3 -0.82370 -0.32309 0.68668
C3 1.43128 -1.16328 -0.68164
H4 1.03586 -0.04982 -0.20737
H5 0.43852 -1.66458 -0.89900
H6 1.95908 -0.70206 -1.60007
H7 1.59838 -1.67536 0.09369

Molar mass   57.1 g mol⁻¹
Multiplicity   1
SMILES string   CC#N.C
HOMO-LUMO gap   11.997 eV
ΔE to the lowest compared entry with this formula, charge and spin   228.6 kJ/mol
Energy   -173.15501 Ha
HOMO energy   -11.31 eV



# C28H37N2O5SSiTb

C28H37N2O5SSiTb as an isolated structure (ωB97M-V/def2-TZVPD, the OMol25 dataset).

Geometry (Å):
Tb1 -0.49509 -1.18316 -0.51740
C1 -0.59875 -4.10827 1.36655
C2 -2.02390 -3.73839 1.43943
O1 -2.07770 -2.37694 1.08130
C3 -3.53597 -1.97862 1.16932
C4 -3.58298 -0.60214 0.49551
O2 -2.88149 -0.76903 -0.74280
C5 -3.26000 0.13316 -1.88187
C6 -2.58682 -0.35153 -3.13088
O3 -1.21936 -0.44450 -2.74219
C7 -0.21891 -0.75062 -3.71708
C8 0.31735 -2.14012 -3.63870
O4 0.59903 -2.49529 -2.25921
C9 0.98503 -3.83383 -1.92105
C10 1.03438 -4.10094 -0.45338
O5 -0.10072 -3.50968 0.12891
H1 -0.47180 -5.20085 1.38361
H2 -0.07229 -3.69196 2.23374
H3 -2.41156 -3.88892 2.40255
H4 -2.49489 -4.32968 0.68859
H5 -3.75352 -2.00292 2.28128
H6 -4.06177 -2.84306 0.70134
H7 -3.13798 0.12366 1.14793
H8 -4.61356 -0.28454 0.35254
H9 -2.99078 1.14717 -1.67071
H10 -4.32691 0.08925 -1.95619
H11 -2.82230 0.41722 -3.93616
H12 -2.95004 -1.35033 -3.51361
H13 0.49975 0.04956 -3.64523
H14 -0.55184 -0.59574 -4.72693
H15 1.18144 -2.28496 -4.24517
H16 -0.39071 -2.80782 -4.08558
H17 1.98482 -4.03092 -2.32530
H18 0.27662 -4.50779 -2.36081
H19 1.90643 -3.65702 -0.08243
H20 1.09664 -5.13690 -0.24681
N1 4.60162 0.16387 4.48502
C11 3.30075 0.32003 4.57412
S1 2.58793 1.26354 5.75397
C12 2.59108 -0.23669 3.38690
C13 1.18293 -0.38094 3.55372
C14 0.46849 -0.99168 2.56165
N2 1.05026 -1.18842 1.35133
C15 2.33517 -0.99650 1.18888
C16 3.17730 -0.46905 2.16031
H21 5.23451 0.60551 5.15624
H22 5.01731 -0.55307 3.89165
H23 0.56417 -0.03211 4.34057
H24 -0.61496 -1.05323 2.62312
H25 2.76197 -1.26576 0.19713
H26 4.22553 -0.26573 1.91946
C17 3.31924 4.15274 1.98173
C18 2.07842 3.87508 2.48304
C19 1.24685 3.06642 1.73838
C20 1.56109 2.63951 0.43805
C21 2.90324 2.79248 0.03070
C22 3.71888 3.55130 0.80564
Si1 0.41908 1.56521 -0.59382
C23 -0.76897 2.77775 -1.40419
C24 -0.68539 3.15187 -2.76218
C25 -1.70605 3.91001 -3.31044
C26 -2.83260 4.42369 -2.62497
C27 -2.81486 4.23760 -1.25934
C28 -1.81079 3.41479 -0.66036
H27 3.91498 4.79850 2.56938
H28 1.70067 4.29435 3.38837
H29 0.24083 2.84643 2.09271
H30 3.18522 2.54895 -0.99712
H31 4.73845 3.70064 0.36446
H32 1.32399 0.60260 -1.40761
H33 0.19257 2.76167 -3.32413
H34 -1.69314 4.04007 -4.36594
H35 -3.47190 5.06737 -3.18585
H36 -3.64803 4.65689 -0.58265
H37 -1.84568 3.24078 0.36895

⟨S²⟩   12.6684
Molar mass   700.7 g mol⁻¹
Total charge   +2
Multiplicity   7
HOMO-LUMO gap (spin up / spin down)   6.517 / 6.765 eV
Energy   -3086.37824 Ha
HOMO energy (spin up / spin down)   -12.76 / -12.19 eV